# 1
91
Properties=species:S:1:pos:R:3:forces:R:3 method="wB97M-V/def2-TZVPD" total_charge=+2 multiplicity=2 max_force_ev_per_a=4.52 e_above_lowest_kcal_mol=71.80 homo_energy_ev="-13.3666 / -13.3553"
Hg -10.393170 29.563739 3.302703 1.540 -1.084 0.115
O -15.228832 35.700615 1.915123 -0.379 -0.613 -0.914
O -9.220090 29.852242 1.346646 -0.929 0.942 -0.210
O -12.511897 29.748279 3.837211 -2.867 -0.487 0.549
O -8.591464 36.337044 1.698730 0.719 -1.273 -1.075
O -12.114211 36.332913 4.340099 -2.498 0.415 0.704
N -11.821743 27.961046 1.866401 1.782 0.066 1.059
N -12.680754 34.552631 2.030051 -0.138 -2.461 0.043
N -10.118780 34.600882 3.550028 0.141 -1.675 -0.764
N -10.462014 35.343410 -0.169728 -1.197 1.242 0.053
N -7.928327 29.833471 3.875053 -1.342 -0.747 -0.382
C -16.469394 36.028508 2.666841 1.616 -1.103 -0.093
C -7.505197 36.741504 2.509607 -0.235 0.870 0.413
C -7.884304 30.150220 1.328805 3.210 -0.622 1.483
C -9.700053 29.741510 0.060378 -0.963 -1.173 -2.800
C -8.174432 35.492763 0.586508 -1.021 -0.444 0.431
C -13.574181 29.104907 3.141135 0.209 -0.285 -2.251
C -13.590297 33.977252 1.087346 -3.139 1.419 -0.012
C -10.302772 34.894014 4.921577 -0.012 1.913 1.731
C -13.472118 36.781736 4.723826 0.994 1.013 -1.171
C -9.341289 34.530404 0.096273 0.658 0.479 2.312
C -7.389750 30.598607 2.746674 0.493 0.581 -0.624
C -9.473447 36.098498 5.367664 -1.134 0.189 0.721
C -9.144123 33.671599 -1.070813 1.354 -0.181 -2.161
C -11.836834 35.214813 5.105580 2.582 -1.593 -0.038
C -5.887712 30.509404 2.926254 0.756 0.414 -0.882
C -13.027902 30.459718 4.938338 -0.550 -0.274 1.705
C -13.245090 32.479383 1.060697 -0.801 -0.771 -1.656
C -15.049300 34.268695 1.640317 -0.407 1.164 0.473
C -13.907358 28.013554 0.831956 -0.004 0.923 0.547
C -12.976343 28.833803 1.740643 -1.419 -1.659 -0.529
B -10.854032 31.888074 3.102896 -0.570 0.128 -0.305
H -7.543057 30.833308 0.550950 -0.657 0.875 0.271
H -9.128964 34.263955 -1.985690 0.753 0.404 -0.145
H -13.404116 31.873634 1.952820 0.291 0.746 0.456
H -7.095697 35.949864 3.137084 -0.059 -0.321 -0.037
H -5.354391 31.171558 2.244189 0.046 -0.171 -0.270
H -7.692420 31.640662 2.849730 -0.227 -0.006 0.246
H -13.964888 30.972249 4.720520 0.345 0.603 -0.621
H -14.067887 28.257541 3.616871 0.986 -0.689 0.433
H -10.721353 30.034736 -0.182653 -0.279 0.577 1.141
H -10.032957 35.955355 -0.849083 -0.796 1.055 -0.235
H -9.510263 33.828962 0.913292 -0.244 0.290 0.623
H -12.352906 34.341109 4.707579 -0.532 -0.361 -0.147
H -11.370076 31.159343 2.497193 -2.344 -2.371 -2.500
H -11.868479 33.981144 1.846481 1.956 1.360 0.330
H -7.822466 36.191812 -0.172141 0.101 -0.337 -0.508
H -8.208711 33.115823 -1.005884 -0.169 -0.519 -0.263
H -12.273641 32.267912 0.613858 0.288 0.317 0.453
H -9.109736 30.282901 -0.678893 0.255 0.120 0.258
H -14.854008 28.545498 0.737134 -0.307 -0.633 -0.175
H -10.031023 33.100609 -1.345556 0.034 -0.769 0.823
H -11.610224 27.509525 0.988061 0.574 0.694 -0.697
H -10.573858 33.699399 3.531422 -1.092 0.506 -0.594
H -13.386088 29.734266 5.668763 0.437 -0.133 0.443
H -7.879948 37.534570 3.156684 -0.281 -0.266 0.204
H -13.456317 27.851335 -0.146994 -0.066 0.334 -0.102
H -7.400288 34.774723 0.857082 0.576 0.354 0.284
H -14.253974 36.149145 4.303532 0.251 -0.478 0.234
H -12.096580 27.112218 2.339750 -0.251 -0.013 0.964
H -13.898798 31.979340 0.346040 -0.484 0.281 -0.289
H -11.529396 32.359997 3.799611 -2.292 1.133 2.609
H -17.311908 35.463517 2.268022 -0.043 0.199 0.022
H -13.929930 27.026969 1.294813 -0.922 -0.025 -0.061
H -7.406494 28.969939 3.921023 -0.083 -0.593 -0.160
H -9.711633 28.700451 -0.262359 0.438 -0.300 0.014
H -9.252126 34.085510 3.491698 1.475 0.927 -0.356
H -12.718985 29.781526 1.267683 0.252 -0.018 0.169
H -10.561385 32.579234 2.327720 1.440 2.005 -2.810
H -13.549644 36.926749 5.801348 0.065 -0.291 -0.032
H -7.316696 29.278878 1.002185 0.081 -0.699 0.326
H -8.444334 35.866100 5.641573 0.112 0.065 -0.701
H -9.916037 36.404092 6.315726 0.037 0.311 0.208
H -13.085171 34.064114 2.816119 0.377 1.242 2.117
H -13.499374 34.503791 0.137300 0.034 -0.453 -0.299
H -16.657499 37.101204 2.711988 0.283 -0.124 -0.660
H -5.545176 29.485159 2.778897 0.081 -0.042 -0.162
H -9.911980 34.091396 5.547040 -0.840 -0.526 0.482
H -15.813830 33.812710 1.011296 -0.043 0.538 -0.762
H -12.258091 31.109762 5.354202 -0.281 -0.097 -0.100
H -14.480624 29.687079 2.975178 0.356 1.167 0.165
H -7.589543 30.302223 4.703062 -0.531 0.333 0.456
H -16.229033 35.729228 3.687019 -0.551 -0.233 0.219
H -13.612061 37.745148 4.233556 0.154 0.016 0.079
H -6.676201 37.256574 2.024266 0.093 -0.346 -0.777
H -15.328985 33.818275 2.592688 0.957 -0.740 0.527
H -12.122827 35.264223 6.156228 -0.009 0.504 0.113
H -9.943687 31.465987 3.499574 3.888 -0.565 2.232
H -9.645635 36.915988 4.667552 0.589 -0.018 0.007
H -11.168701 34.841029 -0.687709 -0.255 -0.166 -0.106
H -5.528695 30.820148 3.907394 -0.422 0.037 0.192

# 2
91
Properties=species:S:1:pos:R:3:forces:R:3 method="wB97M-V/def2-TZVPD" total_charge=+1 max_force_ev_per_a=2.64 e_above_lowest_kcal_mol=7.65 homo_energy_ev=-11.1304
Pb 26.337523 19.545665 -20.247977 -0.265 -0.153 -0.002
O 27.882297 21.072492 -18.741105 -0.319 0.177 0.019
O 27.777422 23.790517 -28.240742 -0.327 -0.920 -0.311
O 24.176558 25.951840 -18.933235 0.819 -0.750 -0.121
O 26.613171 17.785572 -22.179197 -0.312 -0.110 0.402
O 23.014149 19.564577 -22.651783 0.162 0.719 -0.689
N 28.940465 19.147245 -20.605525 0.277 0.370 -0.410
N 24.774846 24.120954 -22.153586 -1.072 0.499 0.021
N 24.088623 21.011873 -20.049638 -0.619 -0.455 -0.172
N 26.943135 21.691812 -25.346527 -0.778 -0.559 0.417
N 24.357316 17.837358 -20.599977 0.176 -0.704 0.508
C 26.561688 25.401038 -21.117806 0.281 -0.406 1.522
C 22.731817 20.725883 -20.581424 -0.820 1.531 -0.792
C 22.698287 20.845075 -22.126680 -0.336 -0.881 1.732
C 21.784073 21.831747 -20.038981 -0.342 -0.780 0.272
C 24.791900 16.515583 -21.159730 -2.155 1.234 -0.891
C 27.412975 23.824328 -29.603797 1.115 1.615 -0.762
C 24.153925 25.708997 -20.324562 -0.284 0.997 -0.966
C 29.271271 21.036154 -18.992144 0.621 -0.967 -0.709
C 28.875227 23.126834 -25.738287 0.481 -0.581 0.551
C 25.199194 24.741944 -20.884426 0.321 -0.686 -0.922
C 27.427225 22.384316 -18.376935 0.421 -0.055 -0.489
C 27.230469 22.670299 -27.576749 -0.281 -0.088 0.572
C 27.412323 22.871659 -26.079028 0.150 0.403 0.503
C 31.197342 19.561577 -19.866774 -0.214 0.927 0.227
C 29.709884 19.622008 -19.430841 1.205 -0.542 -0.292
C 25.625277 16.784307 -22.406623 0.131 -0.426 -0.056
C 23.446763 15.819772 -21.544487 1.076 -1.625 0.247
C 27.285846 18.207849 -23.349820 0.656 0.481 -0.368
C 23.279084 19.619344 -24.055344 0.697 -1.070 0.368
C 23.848858 24.806984 -18.182553 -0.752 0.493 0.990
B 26.674743 21.420026 -22.053784 0.788 -0.109 0.628
H 24.293209 20.002127 -24.206818 -0.124 0.298 -0.169
H 24.499799 23.932859 -18.275268 0.054 0.064 -0.488
H 27.303194 24.610050 -21.253329 0.078 0.044 -0.034
H 23.689344 17.521055 -19.900304 0.159 0.586 0.466
H 29.463727 22.209945 -25.853159 -0.180 -0.101 -0.323
H 29.000906 23.348855 -24.674081 -0.221 0.287 -0.021
H 29.539900 21.684004 -19.836696 -0.169 0.380 0.205
H 22.373710 19.732057 -20.319782 0.145 -0.025 0.284
H 23.133232 25.492045 -20.661426 0.027 -0.641 0.132
H 27.572652 22.923987 -30.199304 -0.376 -0.470 0.527
H 23.749422 18.305692 -21.275743 0.269 -0.015 -0.381
H 23.292074 18.571308 -24.363951 -0.100 0.126 -0.242
H 24.911331 24.816928 -22.879249 -0.235 -0.125 -0.186
H 26.814038 23.725583 -25.740223 0.151 0.337 -0.362
H 25.284265 23.893649 -20.195867 0.322 0.212 0.155
H 26.437224 21.842652 -20.998345 -0.096 1.015 1.234
H 26.646800 26.060658 -21.979874 -0.495 0.080 -0.010
H 27.661139 22.554281 -17.328287 -0.110 0.232 0.035
H 22.678702 15.848981 -20.769341 0.284 0.372 0.268
H 23.677947 14.749665 -21.608514 -0.304 -0.006 -0.500
H 25.340649 23.325896 -22.421804 0.234 0.208 0.334
H 25.296985 15.925422 -20.397441 0.195 0.205 0.018
H 25.940552 20.541229 -22.185909 -1.639 -1.527 -0.786
H 23.922787 21.180252 -19.059876 0.385 0.192 0.031
H 24.322615 21.905916 -20.481727 0.298 0.045 0.291
H 22.547715 20.157491 -24.657299 -0.141 0.168 0.288
H 26.365822 22.495078 -18.593705 -0.104 -0.414 0.283
H 27.704186 17.386883 -23.937007 -0.301 -0.222 0.111
H 22.796461 24.550747 -18.348603 0.075 -0.372 -0.255
H 21.656470 21.061054 -22.377091 0.151 0.347 -0.356
H 26.686204 18.864975 -23.984935 -0.258 -0.221 0.021
H 26.819068 25.951087 -20.205005 0.265 0.151 -0.215
H 24.352907 26.675929 -20.797525 0.049 0.130 0.208
H 28.114498 24.530201 -30.064838 0.027 0.000 0.104
H 31.496063 18.569052 -20.201889 -0.146 -0.188 0.417
H 22.965034 16.155933 -22.461107 0.362 0.193 -0.114
H 20.720833 21.597483 -20.132411 0.084 -0.244 -0.279
H 29.821499 21.326255 -18.094102 0.104 0.068 -0.065
H 31.349086 20.188610 -20.751184 -0.018 0.243 0.144
H 29.376785 23.894731 -26.320468 -0.342 0.145 -0.079
H 27.732039 20.950457 -22.056749 1.366 -0.306 -0.040
H 26.170808 22.551348 -27.833799 -0.131 0.139 0.089
H 28.127952 18.816259 -23.028559 -0.028 0.007 0.040
H 23.382798 21.656735 -22.392379 -0.037 -0.117 -0.538
H 23.899430 25.076264 -17.125343 0.120 0.211 -0.078
H 26.451167 24.309382 -29.785318 -0.400 -0.575 0.242
H 25.920908 21.693524 -25.345640 0.054 -0.120 -0.614
H 29.206791 19.778636 -21.366390 -0.491 0.412 0.206
H 21.932614 21.934727 -18.961472 0.139 0.310 -0.047
H 24.947320 17.093072 -23.208300 0.075 0.154 -0.050
H 29.384187 18.313326 -20.989823 -0.264 -0.465 0.659
H 26.144721 15.876840 -22.726224 -0.135 -0.099 -0.075
H 27.058721 21.782093 -24.332207 0.812 0.170 -0.743
H 29.631516 18.914212 -18.602234 -0.543 0.012 -0.036
H 21.930769 22.778286 -20.560898 0.310 0.055 0.151
H 26.586501 22.183004 -22.897821 -0.374 0.959 -0.697
H 27.902720 23.120086 -19.029749 0.198 0.100 0.200
H 31.861331 19.916317 -19.077049 0.116 -0.150 -0.074
H 27.695559 21.708361 -27.825841 0.349 0.164 -0.313

# 3
104
Properties=species:S:1:pos:R:3:forces:R:3 method="wB97M-V/def2-TZVPD" max_force_ev_per_a=1.45 e_above_lowest_kcal_mol=0.00 homo_energy_ev=-8.4465
I 4.708094 2.787661 1.039886 -0.064 0.062 -0.164
S -3.090874 -2.476222 -1.400362 -0.075 -0.178 -0.165
S 4.823495 -0.815317 5.857378 -0.282 -0.009 0.086
S 3.625971 3.419133 -2.802214 -0.040 -0.190 0.150
S 5.416486 2.158558 -7.852504 -0.075 0.036 0.114
S -3.303397 1.547927 -5.108303 0.154 0.398 -0.093
S 2.900447 -5.927698 7.674129 -0.107 -0.037 0.023
S -0.153830 1.196537 -1.911746 0.067 -0.303 0.591
S -8.300042 -2.698743 -1.272641 -0.009 0.101 -0.016
P 0.432026 3.070496 3.011320 -0.376 0.612 0.142
P 3.204068 2.415322 2.964199 0.867 0.991 0.599
O 0.549774 1.653686 -3.144594 0.605 0.058 0.046
O -3.325975 0.074198 -4.905152 0.054 -0.203 -0.022
O 0.256414 3.567569 4.371314 0.022 0.140 0.267
O 2.846515 0.855493 2.772457 -0.335 -0.030 -0.342
O -6.995574 -3.400820 -1.114995 -0.228 -0.024 -0.043
O 3.773504 -5.455998 6.567474 0.067 0.030 0.019
O -0.405794 3.753231 1.878654 0.009 0.401 0.134
O 5.687343 -0.373405 4.724290 -0.103 0.017 -0.109
O 6.178508 2.514234 -9.075831 0.059 -0.014 -0.043
O 5.012942 3.957089 -2.885701 0.023 0.065 -0.046
O -3.121848 -1.598335 -0.192244 0.095 0.171 0.180
O 1.877836 3.250129 2.378055 0.288 -1.359 -0.190
O 0.097025 1.527504 2.904310 0.006 -0.292 -0.342
O -4.298323 0.994076 2.579546 -0.127 0.075 -0.080
C 6.432996 2.605984 -6.440189 0.045 -0.031 0.051
C -2.864931 2.474296 1.245463 -0.269 -0.098 -0.178
C -1.601404 2.076522 -4.889502 -0.412 -0.008 -0.031
C 4.947980 -2.597856 5.981438 0.167 0.020 -0.039
C 3.065135 -7.714059 7.743046 0.031 -0.096 0.035
C 5.566314 0.380766 -7.636737 0.028 -0.094 0.041
C -4.037167 1.490136 1.268173 0.328 0.377 0.271
C -2.746214 3.359118 2.484268 0.436 -0.216 -0.715
C -1.658873 4.387256 2.241078 -0.556 -0.054 -0.509
C -0.078063 -0.595193 -1.887125 0.050 -0.040 -0.023
C 0.973781 1.462336 -0.544809 0.043 0.020 0.118
C -9.346912 -3.767585 -2.264233 -0.065 -0.081 -0.017
C 5.696030 -0.447600 7.381927 0.146 0.033 0.013
C 2.639126 4.630061 -1.914720 -0.090 0.129 -0.044
C -9.195740 -2.916918 0.266460 -0.057 -0.041 0.077
C -4.025829 -3.950795 -0.993782 -0.088 -0.039 0.230
C -4.255772 -1.787245 -2.568308 -0.149 0.033 0.106
C 2.867034 3.682698 -4.402001 -0.143 0.102 -0.179
C -3.368933 1.831256 -6.880366 -0.063 -0.037 -0.105
C 3.776340 -5.599066 9.208748 0.069 -0.025 0.068
H -10.353460 -3.351727 -2.302041 0.003 0.021 -0.008
H -1.532373 5.094429 3.051453 0.288 -0.099 0.296
H -0.168691 1.216711 3.773787 -0.021 -0.228 0.211
H 3.228179 -6.040958 10.040407 -0.019 0.012 0.001
H 4.412661 -2.940675 6.863542 -0.050 -0.013 -0.018
H 1.103446 2.535568 -0.422106 -0.032 0.028 0.026
H 1.936596 1.001082 -0.766235 -0.017 0.000 -0.073
H 5.763062 0.633817 7.476890 -0.024 0.012 -0.033
H -3.825132 0.660537 0.603267 -0.136 -0.132 -0.300
H -3.669273 0.287816 2.731224 0.046 -0.248 0.092
H 0.954885 -0.916092 -2.020930 0.036 0.076 -0.024
H -4.349530 1.517750 -7.231088 -0.024 -0.008 0.002
H 6.696486 -0.878155 7.341198 0.002 -0.007 -0.033
H 5.997035 -2.888497 6.035489 0.014 0.023 -0.015
H -3.229625 2.893114 -7.081843 -0.007 0.006 0.024
H -4.356065 -2.458261 -3.420512 0.044 0.005 -0.021
H -4.924522 2.017686 0.930217 -0.313 -0.123 0.113
H 3.381867 3.042903 -5.116166 0.010 -0.017 -0.004
H 6.506236 3.690501 -6.412372 -0.034 0.015 -0.013
H 5.135786 -0.855852 8.222517 -0.030 -0.001 -0.017
H 6.618296 0.097928 -7.670107 0.012 0.040 -0.018
H -5.218619 -1.644903 -2.078647 0.015 -0.107 0.084
H -1.947031 1.928026 1.046945 0.239 -0.003 0.166
H -0.474595 -0.957843 -0.938739 -0.094 0.044 -0.002
H -1.513944 3.131068 -5.150219 -0.024 0.038 0.019
H 2.979403 4.726741 -4.696493 0.080 0.006 0.047
H -8.670111 -2.358028 1.037359 0.035 0.023 -0.026
H 2.616104 -8.123331 6.841163 -0.017 0.038 -0.022
H -5.008241 -3.667068 -0.607643 0.247 -0.023 -0.108
H 1.814934 3.403648 -4.354765 0.024 -0.095 0.069
H -2.521709 2.752067 3.352705 -0.188 0.054 0.357
H 5.122193 0.093642 -6.683538 -0.014 0.010 0.001
H 4.492009 -3.035526 5.097683 -0.045 0.005 0.003
H -10.206618 -2.525727 0.154242 0.003 0.022 -0.007
H 4.120826 -7.981140 7.784515 0.013 0.043 -0.016
H -0.948021 1.470721 -5.516990 -0.013 -0.044 0.069
H -1.937327 4.944770 1.351787 0.127 0.193 -0.124
H -2.594823 1.242406 -7.371834 0.017 -0.021 0.044
H -3.688283 3.888127 2.603361 -0.129 0.050 0.402
H -1.340395 1.936095 -3.842464 -0.217 0.132 -0.465
H 2.981324 4.652029 -0.882887 0.043 -0.044 0.016
H -9.219331 -3.974790 0.527038 0.032 -0.011 -0.031
H -0.690805 -0.966796 -2.705487 -0.046 0.029 -0.022
H 0.549546 1.041764 0.368088 -0.034 0.005 -0.028
H -3.859168 -0.837370 -2.909983 0.077 0.016 -0.101
H 3.827466 -4.520238 9.339309 -0.031 0.014 -0.024
H 2.773086 5.611267 -2.370836 0.041 -0.014 -0.028
H -3.463713 -4.501243 -0.240393 0.065 0.041 -0.030
H 4.783131 -6.012302 9.149830 -0.003 -0.004 -0.046
H -8.928636 -3.804735 -3.267460 0.035 0.032 0.003
H -3.012570 3.143807 0.395872 0.053 -0.052 -0.257
H 2.538310 -8.092175 8.618940 -0.020 0.007 -0.004
H -4.135376 -4.565026 -1.887439 0.006 0.029 -0.026
H 1.591418 4.331114 -1.952306 -0.001 -0.031 -0.035
H 7.425510 2.170851 -6.556000 -0.006 -0.007 -0.048
H 5.028599 -0.099869 -8.450862 -0.014 0.035 -0.025
H 3.626042 0.355256 3.067149 0.024 -0.194 0.096
H -9.360555 -4.767779 -1.831767 0.036 0.009 0.027
H 5.964418 2.252450 -5.521375 -0.011 0.040 0.014